No. 1
C26H41BBr2ClCsF2LiN7O7S | ωB97M-V with the def2-TZVPD basis set

Calculated values
HOMO energy (Ha): -0.1878
HOMO-LUMO gap (Eh): 0.0639
Multiplicity: 1

The geometry in XYZ format:
```
90
Properties=species:S:1:pos:R:3:forces:R:3:mulliken_charge:R:1
C 1.048297 2.288288 2.411889 -0.0511 0.6082 -0.5169 -0.8476
C 0.563426 1.196351 2.358133 -0.8556 -0.8783 -0.2232 -0.4330
C -0.067576 -0.163289 2.274970 0.4346 0.4967 1.5112 0.2340
N -0.677601 -0.539461 0.999286 -0.4255 1.1060 -0.5061 1.4362
C -0.103044 0.027673 -0.230774 0.5385 -0.8247 -1.3563 -0.6602
C 1.296077 -0.596527 -0.580516 -0.5573 -0.4748 -0.4833 -0.2900
C 1.443887 -2.069804 -0.099209 -0.2664 0.4163 -0.2829 -1.0573
Br 2.796165 0.611660 -0.061565 -1.1774 -1.4002 -0.4589 -0.1396
C -2.080744 -0.691137 0.994988 0.2540 -0.6984 -0.2123 -2.9090
N -2.561069 -2.007529 0.833801 1.1091 0.2021 0.1555 1.9449
C -2.798823 -2.431258 -0.538057 -0.4904 -0.2077 -1.4196 -1.0266
C -4.169068 -2.091492 -1.203890 0.1526 0.8432 -0.9466 -0.8581
S -5.629384 -2.847654 -0.445112 0.1124 0.6838 1.0379 -0.3568
C -6.857513 -1.611624 -0.289161 0.8629 0.3714 -0.6535 0.7069
N -7.117606 -0.497374 -0.950248 0.4086 -1.4206 1.0304 -0.2862
N -8.200706 0.006170 -0.294740 -1.4310 1.9022 0.3486 -0.5087
C -8.575141 -0.735909 0.689018 1.6211 -0.0493 -1.9537 -0.0304
O -7.724211 -1.825120 0.712686 -0.7015 -0.4164 1.2295 -0.2745
N -3.326405 -2.554970 1.901013 -0.9944 0.0929 1.0369 0.4606
C -2.691942 -2.290184 3.216640 0.4679 -0.0364 1.5433 0.8148
C -3.458657 -1.599422 4.362765 -1.1044 0.0487 -1.6762 -1.3146
O -1.573331 -2.649527 3.460704 0.4071 0.0960 -0.6201 -0.4565
C -3.385817 -4.041030 1.882329 0.0513 -1.7634 -0.4563 0.4401
C -2.180668 -4.937448 1.539087 1.0405 1.6509 -0.7325 -1.1408
O -4.412632 -4.556692 2.191339 -0.3177 0.5058 0.4905 -0.4648
N -2.887502 0.324021 1.078603 -0.5825 1.4270 0.3854 0.8338
C -2.393926 1.721709 1.209074 -0.3678 0.6283 0.4307 -0.7009
C -4.342543 0.210130 1.018223 -1.1534 -0.5374 -1.0510 -0.5836
C -5.137661 -0.027004 2.052518 0.7275 0.5766 1.2779 -0.8397
H 1.483932 3.256379 2.250241 0.0897 -0.6834 0.4888 0.2929
H 0.707338 -0.885693 2.605597 -0.4432 0.1944 -0.4714 0.4586
H -0.849652 -0.214011 3.064332 0.4821 -0.0087 -0.3841 0.2010
H -0.035830 1.131930 -0.283630 0.0484 -0.4487 0.4152 0.1581
H -0.767749 -0.280376 -1.071550 0.1734 0.2199 0.6157 0.4390
H 1.316573 -0.663891 -1.691022 0.1096 0.3048 0.6270 0.4544
H 0.605209 -2.656100 -0.538471 0.4488 0.1905 0.3371 0.2046
H 1.405186 -2.180614 0.997700 0.0952 0.0689 -0.4774 0.1463
H 2.388691 -2.500060 -0.477185 -0.4080 0.2885 0.2319 0.4541
H -2.046388 -1.910173 -1.171269 -0.2990 -0.3072 0.5166 0.0656
H -2.604533 -3.505400 -0.743072 0.0203 0.5231 0.7838 0.4758
H -4.113479 -2.509556 -2.237629 -0.0329 0.1085 0.6117 0.6149
H -4.254640 -0.997135 -1.363656 -0.2033 -0.6288 0.2472 0.5435
H -9.401727 -0.529651 1.367548 0.4623 -0.6645 -0.1781 0.3762
H -3.309049 -0.508081 4.209838 0.0809 -0.5922 0.3854 0.2030
H -3.125381 -1.930466 5.354278 0.0520 0.0883 -0.5631 0.4050
H -4.539612 -1.768416 4.187275 0.5051 0.0347 0.4221 0.3669
H -2.225696 -5.245709 0.473944 -0.2597 -0.0256 0.6663 0.2957
H -2.089844 -5.819132 2.187166 -0.4376 0.4436 -0.1801 0.3766
H -1.264571 -4.313179 1.618820 -0.3753 -0.5431 0.0295 0.2460
H -1.984716 1.850001 2.225482 0.2031 0.0023 -0.6547 0.3008
H -1.700244 2.000086 0.403870 -0.0075 -0.3931 0.5643 0.1845
H -3.253616 2.416340 1.138796 0.2709 -0.7005 -0.0383 0.4036
H -4.821923 0.411506 0.042857 0.7771 -0.8892 0.1441 0.7612
H -4.815232 0.335241 3.045502 0.0926 -1.1657 -0.3286 0.4247
H -6.107649 -0.534639 2.012828 0.0696 1.0385 -0.4981 0.0275
B 2.188085 7.889042 3.898068 -2.4095 1.3242 1.5324 0.8456
O 2.845453 7.170230 2.786177 1.9649 0.3833 1.6828 -0.9253
C 2.675381 5.852922 3.011925 4.6715 -1.2382 4.0094 1.1521
O 3.087823 4.982776 2.292283 3.7245 -1.8235 4.8760 -0.7229
C 1.916835 5.659144 4.253534 -1.6420 0.1218 2.6550 0.4014
O 1.601361 4.611362 4.719944 0.1844 -0.2190 -0.4622 -0.4549
O 1.628300 6.855206 4.777888 0.7837 -0.0133 -0.9136 -0.4070
F 1.162334 8.713728 3.400892 1.2366 -0.5998 0.0743 -0.3272
F 3.161969 8.666462 4.596569 0.5566 -0.0832 -1.0985 -0.4366
C 3.554668 0.976795 -5.343457 0.0656 -0.0299 -0.0958 -1.5603
C 4.257155 0.411146 -4.115889 -0.0284 0.1345 -0.1067 0.0828
N 4.649659 -0.980645 -4.258742 -0.1508 -0.3481 0.1244 0.1150
C 5.048991 -1.601509 -3.001199 -0.0759 0.0034 0.2452 -0.0649
C 6.297430 -1.054215 -2.305205 0.1157 -0.1010 0.0658 -1.1005
C 5.487421 -1.292918 -5.404121 -0.0654 0.1301 -0.3009 -0.7152
C 6.820699 -0.549985 -5.540947 0.1694 -0.0855 -0.1124 -0.9500
H 2.696724 0.361821 -5.623906 0.0637 -0.0410 -0.0060 0.3424
H 3.189317 1.983630 -5.129467 0.0420 -0.0179 0.0262 0.4310
H 4.224523 1.050459 -6.202670 -0.0485 -0.0126 -0.0124 0.3189
H 3.555937 0.495840 -3.280386 0.1891 -0.1871 0.1415 0.1017
H 5.113194 1.055625 -3.869495 -0.0371 0.1002 0.0504 0.2482
H 5.174224 -2.678280 -3.154819 0.0069 0.0513 -0.2116 0.3849
H 4.211550 -1.515071 -2.299789 -0.0390 0.1682 -0.1008 -0.2342
H 7.211445 -1.363774 -2.812837 -0.0009 0.0576 -0.0283 0.2984
H 6.350487 -1.447369 -1.287569 -0.0421 0.0589 -0.0049 0.4236
H 6.287571 0.033641 -2.230768 -0.0402 -0.0261 0.0423 0.2705
H 4.904794 -1.108684 -6.312413 -0.0399 0.0800 0.0674 0.3829
H 5.679762 -2.369525 -5.423763 -0.0582 0.0192 0.2162 0.3351
H 6.720957 0.522598 -5.365575 -0.0337 -0.0259 0.0326 0.2487
H 7.207588 -0.677904 -6.555582 -0.0337 0.0047 0.0115 0.3772
H 7.577166 -0.943079 -4.863440 -0.0182 0.1078 0.0576 0.2689
Li 4.570517 8.803270 3.162295 -0.4600 -0.1699 0.5469 0.9195
Br -7.024144 -4.572310 -2.315440 -0.4465 -0.6355 -0.7322 -0.8049
Cl 4.811363 1.965747 0.712008 1.0812 1.3161 0.4661 -0.7697
Cs 1.763789 6.023112 0.983552 -8.4127 2.1929 -12.9783 0.9516
```
Forces are in eV/Å.



No. 2
C10H16 | ωB97M-V with the def2-TZVPD basis set

Calculated values
Energy above the lowest of the compared OMol25 structures with the same formula, charge and spin (kcal/mol): 7.7
HOMO energy (Ha): -0.3313
HOMO-LUMO gap (Eh): 0.3693
Multiplicity: 1

The geometry in XYZ format:
```
26
Properties=species:S:1:pos:R:3:forces:R:3:nbo_charge:R:1
C 0.696431 -2.219662 -2.110156 0.1204 0.1568 -0.1089 -0.6073
C 1.029808 -1.881383 -0.670297 0.7629 -0.4219 0.3258 -0.4502
C 0.027453 -1.026778 0.055647 0.2333 0.0726 0.3389 0.0850
C 0.146924 -0.796148 1.429632 0.0717 -0.0683 0.1987 -0.2468
C -0.832539 -0.115999 2.119410 0.0621 0.5207 0.3495 -0.1967
C -1.925265 0.427248 1.475246 0.0216 -0.0330 -0.8605 -0.2319
C -1.998815 0.293788 0.101051 -0.1058 -0.1317 -0.0886 -0.2003
C -1.038542 -0.427081 -0.594342 0.0497 -0.0797 -0.0897 -0.2590
H -0.215597 -2.809664 -2.139135 -0.1903 0.0375 -0.1530 0.2088
H 1.473339 -2.798329 -2.597392 0.2325 -0.2159 0.1582 0.2159
H 0.580115 -1.335988 -2.732001 -0.1763 0.1586 -0.0109 0.2026
H 1.162759 -2.819405 -0.127754 -0.4505 -0.2015 0.1369 0.2128
H 2.048325 -1.493950 -0.542665 -0.1487 0.5334 -0.3766 0.2138
H 1.017719 -1.076500 2.018730 -0.0018 -0.3852 -0.3935 0.2111
H -0.698460 0.100698 3.164680 0.0535 -0.1732 0.3247 0.2087
H -2.678167 1.004202 1.969523 -0.2301 0.1285 0.4609 0.2135
H -2.818484 0.730838 -0.445246 -0.1344 0.1385 -0.0763 0.2100
H -1.100053 -0.505077 -1.668045 -0.1935 -0.0657 -0.1036 0.2123
C 1.318722 2.289802 0.279323 0.5243 0.4516 0.4789 -0.6127
C 1.277845 2.856051 -1.131111 -0.5969 -1.2957 -0.7286 -0.6061
H 0.367869 2.026371 0.721586 -0.5409 0.2373 -0.2474 0.2138
H 1.913488 1.388908 0.455093 0.2532 0.1719 -0.5423 0.2018
H 1.747154 3.087214 0.884098 0.0865 -0.1298 0.4693 0.1973
H 0.759632 2.173171 -1.824098 0.0972 0.0660 0.1871 0.1967
H 2.264208 2.995245 -1.567932 0.1401 0.2094 0.2018 0.2028
H 0.713792 3.778909 -1.183214 0.0602 0.3187 0.1492 0.2039
```
Forces are in eV/Å.